Below is C42H44AsN5O2SY as an isolated structure at a distorted geometry, with properties calculated with ωB97M-V with the def2-TZVPD basis set.

The geometry in XYZ format:
```
96
C42H44AsN5O2SY | OMol25 | ωB97M-V with the def2-TZVPD basis set
Y -0.235 0.480 0.978
S 0.325 2.479 2.760
C 1.815 1.853 3.478
C 1.906 1.808 4.889
C 3.035 1.216 5.504
C 4.053 0.767 4.695
C 4.000 0.838 3.289
C 2.881 1.427 2.684
As 2.618 1.311 0.777
C 3.077 3.117 0.154
C 3.308 4.179 1.062
C 3.633 5.470 0.592
C 3.696 5.734 -0.742
C 3.535 4.678 -1.687
C 3.195 3.410 -1.248
C 4.024 0.300 0.020
C 5.356 0.657 -0.093
C 6.244 -0.202 -0.719
C 5.855 -1.477 -1.142
C 4.486 -1.772 -1.100
C 3.581 -0.945 -0.502
H 1.091 2.145 5.439
H 3.167 1.034 6.552
H 4.953 0.306 5.114
H 4.893 0.630 2.706
H 3.320 4.040 2.100
H 3.971 6.242 1.284
H 4.009 6.674 -1.122
H 3.718 4.818 -2.775
H 2.999 2.619 -1.952
H 5.698 1.607 0.311
H 7.294 0.175 -0.835
H 6.561 -2.157 -1.605
H 4.125 -2.708 -1.478
H 2.547 -1.188 -0.376
C -3.841 -5.213 0.077
O -5.215 -4.812 -0.175
C -5.366 -3.808 -1.109
C -6.647 -3.282 -1.207
C -6.895 -2.175 -1.986
C -5.872 -1.655 -2.784
C -4.642 -2.339 -2.837
C -4.354 -3.383 -1.955
N -6.153 -0.451 -3.518
N -5.485 0.602 -3.458
C -4.189 0.649 -2.857
C -3.087 1.169 -3.539
C -1.792 1.087 -2.981
C -1.558 0.506 -1.740
O -0.341 0.464 -1.221
C -2.712 0.238 -0.888
N -2.519 -0.114 0.439
C -3.557 -0.370 1.154
C -4.881 -0.434 0.655
C -5.101 -0.052 -0.628
C -3.993 0.263 -1.462
H -3.818 -5.781 1.034
H -3.270 -4.312 0.112
H -3.442 -5.835 -0.734
H -7.421 -3.755 -0.625
H -7.833 -1.669 -1.945
H -3.844 -1.955 -3.427
H -3.360 -3.779 -1.988
H -3.237 1.626 -4.503
H -0.943 1.490 -3.491
H -3.392 -0.517 2.211
H -5.695 -0.588 1.334
H -6.062 0.108 -0.993
N 0.443 5.151 -1.878
C -0.690 4.767 -1.024
C -0.338 3.385 -0.496
N -1.389 2.768 0.324
H 0.380 6.073 -2.344
H 0.513 4.474 -2.655
H 1.313 5.067 -1.357
H -1.573 4.787 -1.686
H -0.682 5.513 -0.245
H 0.543 3.434 0.150
H -0.105 2.693 -1.295
H -2.312 2.826 -0.106
H -1.459 3.216 1.248
C 2.563 -4.598 1.602
C 1.120 -4.162 1.341
C 0.798 -4.479 -0.108
C 0.226 -4.993 2.287
C 0.951 -2.702 1.609
C 0.760 -1.495 1.723
H 2.757 -5.741 1.615
H 2.881 -4.172 2.542
H 3.101 -4.177 0.774
H 0.854 -5.538 -0.442
H 1.453 -3.900 -0.731
H -0.219 -4.117 -0.396
H 0.145 -6.060 2.023
H -0.792 -4.554 2.224
H 0.546 -4.956 3.326
```

The HOMO energy is -9.9 eV. As for the multiplicity: 1. For the electronic energy, the calculation gives -4723.14371 hartree. Its gap between HOMO and LUMO is 6.854 eV. Its charge is +1. For the energy above the lowest of the compared OMol25 structures with the same formula, charge and spin, the calculation gives 0.047 eV.

Results of the Mulliken charge analysis, in e, for atoms 1 through 5: Y 0.71; S -0.68; C 1.05; C -0.96; C -0.68